125
Properties=species:S:1:pos:R:3:forces:R:3 method="wB97M-V/def2-TZVPD" de_lowest_kcal_mol=33.55 e_tot_ha=-7988.08949 e_lumo_ev="3.6 / 3.6" e_homo_ev="-0.267 / -1.383" orbital_gap_ha="0.1403 / 0.1813" multiplicity=2 charge=-2 s_squared=0.78
Ti -0.313 1.282 -0.332 1.953 -0.675 0.118
C 1.589 4.132 -2.705 0.056 0.008 -0.031
P 1.856 2.684 -1.625 0.201 0.076 -0.164
C 3.097 3.406 -0.483 0.007 0.014 -0.019
C 3.041 1.728 -2.706 0.061 0.005 0.092
C 4.116 2.330 -3.369 0.010 -0.025 0.041
C 5.037 1.582 -4.081 -0.028 -0.041 0.008
C 4.902 0.197 -4.144 -0.022 0.043 0.036
C 3.828 -0.410 -3.516 -0.024 0.015 -0.009
C 2.887 0.343 -2.808 -0.011 -0.006 0.029
P 1.380 -0.414 -2.058 -0.073 0.118 -0.282
C 2.040 -2.021 -1.464 0.001 -0.050 0.024
C 0.604 -1.003 -3.625 0.020 -0.024 0.043
H 2.533 4.644 -2.909 -0.015 0.000 -0.032
H 0.902 4.825 -2.223 -0.020 -0.019 0.032
H 1.117 3.826 -3.636 -0.032 -0.015 0.011
H 3.846 3.999 -1.014 0.006 0.019 0.025
H 3.580 2.605 0.071 -0.010 -0.002 -0.039
H 2.552 4.039 0.220 -0.005 -0.007 -0.009
H 4.236 3.406 -3.322 0.003 -0.003 0.015
H 5.862 2.072 -4.585 0.007 0.000 0.006
H 5.626 -0.400 -4.685 -0.002 0.001 -0.007
H 3.719 -1.487 -3.583 -0.018 0.013 -0.007
H 2.342 -2.668 -2.291 0.022 -0.002 0.023
H 1.247 -2.508 -0.896 -0.004 0.018 -0.015
H 2.888 -1.858 -0.800 0.006 0.000 -0.008
H 1.363 -1.430 -4.284 -0.022 -0.024 -0.009
H 0.110 -0.168 -4.120 0.014 0.015 0.006
H -0.145 -1.761 -3.397 -0.026 0.023 0.031
S -4.033 3.411 -1.250 0.188 -0.087 -0.067
As -1.970 3.647 -1.706 -0.406 0.585 -0.267
S -0.637 3.664 0.091 -0.355 0.075 -0.247
S -1.045 1.805 -2.634 -0.191 0.247 -0.124
S -1.660 5.367 -2.938 0.099 -0.215 0.112
C -0.417 -2.644 1.660 0.002 -0.106 0.069
C -0.998 -1.410 1.034 0.508 0.336 -0.315
O -0.171 -0.706 0.286 -0.508 -0.407 0.199
C -2.350 -1.085 1.204 -0.175 -0.154 0.048
C -3.263 -1.929 1.898 -0.037 0.065 -0.003
C -4.620 -1.655 1.924 0.094 0.010 -0.032
C -5.121 -0.532 1.269 0.105 0.090 -0.057
C -4.238 0.342 0.618 -0.358 0.068 0.095
C -2.887 0.091 0.606 0.508 0.278 -0.160
O -2.044 0.988 0.046 -1.136 -0.490 0.647
H 0.573 -2.822 1.242 0.018 -0.001 -0.002
H -1.034 -3.532 1.481 0.010 0.018 0.011
H -0.307 -2.540 2.748 -0.008 -0.007 -0.020
H -2.889 -2.809 2.408 -0.010 -0.012 -0.010
H -5.292 -2.324 2.451 0.005 -0.003 0.009
H -6.184 -0.319 1.275 0.006 0.005 -0.003
H -4.572 1.248 0.125 -0.006 -0.018 0.022
N 1.116 1.439 1.031 -0.446 0.265 0.209
P 1.348 1.285 2.535 -0.137 -0.256 -0.088
N 0.019 1.202 3.549 -0.155 0.195 0.157
C -1.308 1.700 3.161 0.087 -0.105 0.068
C -2.367 1.060 4.043 -0.029 0.089 0.036
C -2.210 1.535 5.499 0.017 -0.012 -0.050
C -0.748 1.907 5.785 -0.021 -0.019 0.016
C 0.205 1.023 4.990 -0.070 -0.086 -0.017
N 2.248 2.512 3.311 0.267 0.226 -0.120
C 3.670 2.586 2.915 -0.125 0.056 0.095
C 4.196 4.017 2.966 -0.004 0.010 0.006
C 3.721 4.687 4.251 -0.027 -0.020 -0.020
C 2.183 4.788 4.256 0.037 -0.024 0.009
C 1.564 3.813 3.258 0.020 -0.066 0.068
N 2.290 -0.068 2.902 0.369 0.101 -0.042
C 2.750 -0.881 1.772 -0.062 -0.029 0.104
C 3.137 -2.265 2.276 0.046 0.017 0.013
C 4.362 -2.189 3.203 -0.040 0.018 -0.001
C 4.411 -0.824 3.902 0.002 -0.018 0.006
C 3.007 -0.284 4.158 -0.020 -0.071 -0.073
H -1.489 1.465 2.126 0.001 -0.031 -0.148
H -1.377 2.794 3.235 0.002 0.023 0.011
H -2.269 -0.024 3.971 0.009 -0.018 -0.014
H -3.355 1.311 3.652 -0.006 -0.034 -0.006
H -2.535 0.751 6.189 -0.006 -0.001 -0.013
H -2.850 2.402 5.682 -0.001 -0.001 0.022
H -0.521 1.811 6.851 -0.008 0.025 0.004
H -0.564 2.951 5.515 0.010 -0.015 -0.004
H 0.027 -0.027 5.272 0.033 -0.011 -0.005
H 1.232 1.264 5.262 -0.058 0.032 -0.015
H 3.830 2.159 1.922 -0.009 -0.022 0.015
H 4.261 1.993 3.620 0.010 -0.022 0.032
H 3.852 4.582 2.096 0.022 -0.005 0.016
H 5.288 3.990 2.918 0.003 0.009 -0.020
H 4.175 5.673 4.371 0.011 0.001 0.003
H 4.056 4.077 5.096 0.003 0.011 0.009
H 1.864 5.800 3.994 -0.006 -0.004 0.006
H 1.800 4.578 5.258 -0.001 0.010 0.004
H 1.576 4.230 2.245 -0.002 0.000 -0.029
H 0.513 3.657 3.496 0.021 0.008 -0.025
H 3.616 -0.422 1.267 -0.006 0.015 -0.018
H 1.943 -0.926 1.046 -0.057 -0.002 0.003
H 3.329 -2.929 1.429 -0.001 -0.014 0.014
H 2.286 -2.677 2.822 -0.026 -0.010 -0.025
H 5.281 -2.342 2.630 0.008 0.004 0.008
H 4.318 -2.989 3.947 0.003 -0.009 -0.011
H 4.950 -0.108 3.276 -0.007 0.006 0.008
H 4.952 -0.890 4.851 0.016 0.002 -0.013
H 3.066 0.653 4.711 0.008 -0.003 -0.007
H 2.468 -0.997 4.800 -0.018 0.002 0.015
N -5.037 -3.339 -5.742 -0.128 -0.035 -0.208
C -5.522 -4.354 -6.539 -0.052 0.187 0.000
C -6.377 -4.368 -7.637 0.081 0.027 0.083
C -6.663 -5.604 -8.186 0.026 -0.150 0.012
C -6.115 -6.785 -7.656 -0.045 0.107 -0.050
C -5.268 -6.756 -6.565 0.012 -0.048 0.001
C -4.968 -5.520 -5.998 0.152 -0.032 0.214
N -4.168 -5.210 -4.905 -0.132 -0.248 -0.227
C -4.239 -3.914 -4.792 0.245 0.392 0.426
C -3.561 -3.100 -3.754 -0.248 -0.345 -0.416
C -3.767 -1.735 -3.655 0.020 0.262 0.123
C -3.100 -1.020 -2.663 -0.087 -0.024 -0.055
N -2.265 -1.602 -1.812 0.034 -0.008 0.027
C -2.087 -2.915 -1.897 -0.101 -0.099 -0.131
C -2.706 -3.713 -2.850 0.153 -0.004 0.209
H -5.207 -2.354 -5.844 -0.006 -0.002 0.001
H -6.800 -3.459 -8.045 0.002 0.007 0.006
H -7.324 -5.662 -9.041 0.002 -0.012 -0.004
H -6.365 -7.734 -8.113 -0.006 0.002 -0.012
H -4.844 -7.662 -6.151 -0.006 0.011 -0.002
H -4.435 -1.196 -4.316 0.007 0.006 0.015
H -3.229 0.052 -2.551 0.023 0.004 -0.010
H -1.411 -3.349 -1.165 -0.004 0.011 -0.009
H -2.536 -4.780 -2.897 -0.003 0.020 -0.002